ORCA calculation (wB97M-V/def2-TZVPD) on a cluster of 3 separate species, C4H15N2O2 in total.

Each line ends with the Löwdin charge.
Atoms and positions in Å:
C  -1.090  1.114  -0.084  -0.279
C  0.247  0.946  0.701  -0.192
C  1.000  -0.277  0.288  -0.426
C  1.534  -1.349  0.943  -0.075
N  1.390  -0.135  -1.166  0.138
N  -0.788  1.725  -1.401  -0.035
H  -1.697  0.210  -0.034  0.108
H  -1.668  1.822  0.519  0.068
H  0.111  1.056  1.763  0.099
H  0.791  1.825  0.297  0.094
H  1.127  -1.628  1.912  0.019
H  2.188  -2.030  0.421  -0.017
H  0.828  0.610  -1.629  0.098
H  1.223  -1.036  -1.598  0.121
H  2.328  0.295  -1.290  0.110
H  -0.754  2.737  -1.325  0.076
H  -1.591  1.628  -2.019  0.072
H  1.973  -3.692  -0.635  0.004
H  0.706  -3.773  -1.485  0.047
O  1.648  -3.565  -1.512  -0.062
H  -2.901  1.623  3.036  0.053
H  -3.447  0.492  2.171  0.037
O  -3.156  1.401  2.125  -0.058

## Properties
spin multiplicity = 2
orbital gap (spin up / spin down) = 3.9 / 8.5 eV
charge = 0
expectation value of S² = 0.7532
maximum force = 2.3 eV Å⁻¹

=====

ORCA calculation (wB97M-V/def2-TZVPD) on a cluster of 2 separate species, C3H8NO2S in total.

Each line ends with the Löwdin charge.
Atoms and positions in Å:
O  2.773  0.360  -1.019  -0.053
C  2.089  0.087  -0.032  -0.388
N  0.813  0.485  0.074  -0.019
C  0.071  0.327  1.295  -0.289
C  -1.435  0.159  0.965  -0.757
S  -2.045  0.980  -0.548  0.124
H  2.545  -0.535  0.747  0.125
H  0.448  1.083  -0.657  0.060
H  0.046  1.230  1.910  0.098
H  0.366  -0.542  1.869  0.102
H  -2.102  0.564  1.720  0.008
H  -1.756  -0.888  0.906  0.011
H  -0.728  -3.006  -0.360  0.022
H  0.002  -1.840  -0.827  0.028
O  0.173  -2.691  -0.393  -0.072

## Properties
orbital gap = 6.6 eV
charge = -1
maximum force = 2.4 eV Å⁻¹

=====

ORCA calculation (wB97M-V/def2-TZVPD) on a structure of composition C20H42FN5OSi2.

Each line ends with the Löwdin charge.
Atoms and positions in Å:
N  5.933  2.899  -0.029  0.148
C  4.778  2.160  0.264  -0.364
N  4.783  1.387  1.416  0.139
N  3.758  2.160  -0.556  0.060
C  3.608  3.407  -1.364  -0.108
C  2.712  4.492  -0.735  -0.121
C  3.055  4.910  0.706  -0.184
F  2.939  6.295  0.776  -0.043
C  2.476  1.677  0.028  -0.140
C  1.345  1.497  -0.994  -0.152
C  0.110  1.071  -0.188  -0.237
N  -1.072  0.947  -1.010  -0.026
C  -2.276  1.057  -0.147  -0.138
C  -2.673  2.529  -0.054  -0.154
C  -3.272  3.099  -1.157  -0.040
C  -3.625  4.431  -1.172  -0.085
C  -3.360  5.173  -0.042  -0.103
C  -2.799  4.616  1.080  -0.030
C  -2.449  3.280  1.086  -0.283
O  -1.900  2.720  2.227  0.027
H  6.683  2.433  0.478  0.114
H  5.869  3.811  0.424  0.111
H  5.146  0.448  1.369  0.127
H  4.420  1.722  2.291  0.123
H  4.558  3.854  -1.642  0.123
H  3.129  3.112  -2.301  0.131
H  1.646  4.264  -0.784  0.112
H  2.853  5.386  -1.349  0.133
H  4.082  4.692  1.013  0.103
H  2.302  4.519  1.394  0.118
H  2.109  2.319  0.837  0.120
H  2.623  0.698  0.477  0.131
H  1.627  0.670  -1.657  0.131
H  1.146  2.379  -1.601  0.101
H  0.333  0.145  0.369  0.138
H  -0.022  1.837  0.587  0.101
H  -1.099  0.010  -1.408  0.108
H  -2.079  0.688  0.866  0.118
H  -3.091  0.458  -0.553  0.127
H  -3.471  2.493  -2.036  0.122
H  -4.080  4.872  -2.050  0.104
H  -3.598  6.233  -0.007  0.104
H  -2.610  5.232  1.954  0.117
H  -0.953  2.873  2.268  0.088
C  -2.416  -2.877  -2.551  -0.216
Si  -1.979  -4.283  -1.351  0.198
C  -0.667  -5.336  -2.220  -0.206
C  -3.543  -5.332  -1.167  -0.203
N  -1.446  -3.599  0.096  -0.254
Si  -0.948  -4.463  1.449  0.191
C  0.569  -5.555  1.134  -0.208
C  -2.304  -5.551  2.194  -0.203
C  -0.442  -3.236  2.807  -0.219
H  -2.764  -3.279  -3.509  0.010
H  -3.210  -2.252  -2.135  0.006
H  -1.539  -2.252  -2.742  -0.003
H  -0.977  -5.575  -3.245  0.011
H  -0.504  -6.285  -1.705  0.005
H  0.283  -4.799  -2.273  0.013
H  -4.302  -4.795  -0.595  0.019
H  -3.336  -6.282  -0.672  0.005
H  -3.968  -5.568  -2.151  0.012
H  0.321  -6.426  0.526  0.004
H  0.981  -5.928  2.081  0.010
H  1.353  -4.986  0.629  0.012
H  -3.228  -4.982  2.314  0.019
H  -2.006  -5.921  3.183  0.011
H  -2.509  -6.424  1.572  0.005
H  -1.285  -2.598  3.081  0.009
H  0.382  -2.603  2.465  -0.005
H  -0.111  -3.769  3.706  0.007

## Properties
orbital gap = 2.6 eV
charge = 0
maximum force = 3.4 eV Å⁻¹

=====

Values for energy above the lowest of the compared OMol25 structures with the same formula, charge and spin, kcal/mol, ordered as above
48.00, 34.30, 0.00